Record 1
Formula: C35H41BBrFI2N5OSSiYb
Source: the Open Molecules 2025 dataset
Level of theory: ωB97M-V with the def2-TZVPD basis set

Last column: Löwdin charge in e.
CARTESIAN COORDINATES (ANGSTROEM)
Yb1 0.27 -0.81 0.00  1.529
I1 1.88 0.39 -3.99  0.935
C1 -0.09 1.09 -3.66  -0.593
C2 -0.95 1.34 -4.71  -0.257
C3 -2.20 1.82 -4.41  -0.634
I2 -3.52 2.21 -6.04  0.778
C4 -2.60 2.08 -3.09  -0.224
C5 -3.85 2.71 -2.73  -0.091
C6 -4.21 2.80 -1.45  -0.039
C7 -3.40 2.16 -0.37  -0.373
N1 -2.00 2.11 -0.75  -0.036
C8 -1.71 1.80 -2.05  -0.164
C9 -0.42 1.26 -2.32  -0.483
O1 0.40 0.98 -1.36  -0.358
H1 -0.65 1.14 -5.73  0.068
H2 -4.46 3.13 -3.52  0.042
H3 -5.13 3.29 -1.16  0.098
H4 -3.47 2.75 0.55  0.108
C10 0.51 3.70 -0.65  -0.149
Si1 -0.69 2.56 0.36  0.435
C11 -3.92 0.75 -0.06  -0.050
C12 -1.51 3.90 1.47  -0.178
N2 -0.28 1.20 1.30  -0.140
C13 0.03 1.18 2.60  -0.385
C14 0.46 2.27 3.40  -0.077
C15 0.68 2.13 4.76  -0.125
C16 0.49 0.91 5.40  -0.137
C17 0.13 -0.20 4.64  -0.043
C18 -0.08 -0.04 3.30  -0.203
F1 -0.41 -1.16 2.55  -0.046
H5 -0.03 4.13 -1.50  0.031
H6 1.35 3.15 -1.04  -0.016
H7 0.88 4.53 -0.05  0.015
H8 -3.94 0.15 -0.97  0.083
H9 -4.92 0.80 0.36  0.073
H10 -3.24 0.27 0.64  0.049
H11 -2.19 4.56 0.93  0.022
H12 -0.74 4.52 1.91  0.004
H13 -2.05 3.44 2.29  0.023
H14 0.64 3.21 2.91  0.084
H15 1.01 2.99 5.33  0.089
H16 0.65 0.82 6.47  0.079
H17 0.02 -1.18 5.08  0.109
Br1 4.83 -5.70 2.62  0.599
C19 3.72 -4.23 2.00  -0.693
C20 4.28 -2.98 1.87  -0.169
C21 3.46 -1.94 1.43  -0.182
C22 2.11 -2.07 1.08  -0.241
C23 1.62 -3.39 1.26  -0.174
C24 2.39 -4.46 1.72  -0.159
H18 5.32 -2.81 2.09  0.086
H19 3.93 -0.96 1.39  0.016
H20 0.58 -3.62 1.03  0.075
H21 1.96 -5.44 1.83  0.089
C25 -4.38 -2.24 2.44  -0.059
C26 -4.07 -2.94 1.11  -0.639
C27 -5.28 -2.82 0.18  -0.061
C28 -3.79 -4.43 1.39  -0.069
C29 -2.87 -2.34 0.51  -0.215
C30 -1.88 -1.81 0.04  -0.135
H22 -5.24 -2.70 2.93  0.073
H23 -4.60 -1.18 2.27  0.070
H24 -3.52 -2.30 3.11  0.081
H25 -6.17 -3.25 0.64  0.073
H26 -5.09 -3.34 -0.76  0.082
H27 -5.48 -1.77 -0.05  0.065
H28 -4.66 -4.91 1.84  0.071
H29 -2.95 -4.53 2.06  0.081
H30 -3.55 -4.94 0.46  0.081
B1 1.68 -4.40 -3.18  -0.457
C31 1.26 -3.14 -2.39  -0.242
N3 0.95 -2.21 -1.78  0.006
H31 2.36 -5.07 -2.42  -0.005
H32 0.68 -5.00 -3.49  -0.008
H33 2.32 -4.07 -4.14  -0.013
S1 3.02 1.56 1.01  0.704
C32 3.96 1.64 -0.36  -0.855
N4 4.56 0.55 -0.87  0.023
C33 5.40 0.54 -2.04  -0.197
C34 5.99 1.93 -2.26  -0.171
C35 4.84 2.94 -2.22  -0.201
N5 4.25 2.86 -0.90  -0.010
H34 4.17 -0.33 -0.57  0.106
H35 4.82 0.24 -2.93  0.071
H36 6.20 -0.19 -1.89  0.120
H37 6.50 1.98 -3.22  0.108
H38 6.70 2.17 -1.47  0.115
H39 4.11 2.69 -3.01  0.087
H40 5.20 3.96 -2.38  0.115
H41 3.61 3.59 -0.62  0.104

As for the expectation value of S²: 0.751. Its multiplicity is 2. Its total charge is -2. The lowest unoccupied orbital energy (spin up / spin down) comes out at 3.4640 / 3.4640 eV. The value obtained for the frontier orbital gap (spin up / spin down) is 5.8839 / 5.8857 eV. The value obtained for the relative energy (zero: lowest compared OMol25 entry of this formula, charge and spin) is 9.6 kJ/mol. The value obtained for the HOMO energy (spin up / spin down) is -2.42 / -2.42 eV.

***

Record 2
Formula: C21H45N3
Source: the Open Molecules 2025 dataset
Level of theory: ωB97M-V with the def2-TZVPD basis set

Last column: Löwdin charge in e.
CARTESIAN COORDINATES (ANGSTROEM)
C1 -3.87 -2.66 -2.13  -0.151
C2 -4.49 -2.87 -0.89  -0.266
C3 -4.73 -1.47 -0.14  -0.164
C4 -3.80 -1.30 0.95  -0.254
H1 -4.17 -0.59 1.42  0.041
H2 -3.86 -2.21 1.70  0.189
C5 -2.51 -1.11 0.67  -0.442
N1 -1.62 -0.84 1.58  -0.037
H3 -1.47 0.14 1.80  0.106
C6 -0.36 -1.71 1.76  -0.091
C7 0.67 -1.13 0.79  -0.444
C8 1.74 -2.27 0.76  -0.140
C9 3.01 -2.23 -0.22  -0.048
H4 3.77 -2.73 0.02  0.008
H5 2.58 -2.09 -1.25  0.130
C10 3.51 -0.70 0.31  -0.278
C11 2.49 0.20 0.10  -0.213
C12 1.28 0.01 1.10  -0.216
H6 1.79 0.22 1.98  0.114
H7 0.51 0.86 1.03  0.136
H8 2.79 1.36 0.18  0.134
H9 1.95 0.46 -0.81  0.127
H10 3.90 -0.55 1.29  0.140
C13 4.77 -0.29 -0.49  -0.615
C14 5.95 -1.17 -0.59  -0.125
H11 5.78 -2.32 -0.70  0.107
H12 6.89 -1.23 -0.84  0.004
H13 6.17 -1.22 0.69  0.158
C15 5.28 1.02 -0.20  -0.115
H14 5.49 1.13 0.84  0.071
H15 4.71 1.95 -0.73  0.129
H16 6.31 1.19 -0.88  0.146
C16 4.59 -0.34 -2.15  -0.061
H17 4.24 -1.51 -2.51  0.136
H18 3.74 0.25 -2.44  0.036
H19 5.50 0.09 -2.68  0.092
H20 1.48 -3.35 0.48  0.114
H21 2.24 -2.36 2.15  0.216
H22 0.30 -1.32 -0.23  0.152
H23 -0.81 -2.58 1.72  0.051
H24 0.08 -1.64 2.94  0.181
C17 -2.44 0.32 -0.16  -0.301
N2 -2.71 1.42 0.37  0.025
H25 -3.58 1.22 0.78  0.118
C18 -2.66 2.79 -0.46  -0.335
C19 -3.10 2.65 -1.77  -0.092
H26 -2.61 2.02 -2.43  0.083
H27 -3.22 3.58 -2.09  0.048
H28 -4.23 2.38 -1.77  0.138
C20 -1.24 3.27 -0.47  -0.294
N3 -0.58 3.64 0.73  -0.119
H29 -0.70 2.86 1.37  0.069
C21 0.97 4.07 0.66  -0.023
H30 1.17 4.16 1.87  0.126
H31 1.58 3.19 0.45  0.040
H32 0.90 5.01 0.36  0.003
H33 -0.51 2.36 -1.07  0.164
H34 -1.16 4.09 -1.12  0.094
H35 -3.03 3.56 0.28  0.169
H36 -2.81 0.10 -0.98  -0.001
H37 -1.21 0.26 -0.86  0.193
H38 -2.02 -1.86 0.03  0.159
H39 -5.81 -1.63 0.32  0.150
H40 -5.11 -0.76 -0.71  0.056
H41 -5.58 -3.45 -1.07  0.158
H42 -4.03 -3.63 -0.23  0.110
H43 -2.93 -2.33 -2.01  0.044
H44 -3.74 -3.49 -2.60  0.014
H45 -4.63 -2.08 -2.79  0.141

Its multiplicity is 1. The lowest unoccupied orbital energy comes out at 0.7666 eV. The value obtained for the frontier orbital gap is 8.0307 eV. The value obtained for the relative energy (zero: lowest compared OMol25 entry of this formula, charge and spin) is 2078.5 kJ/mol. The value obtained for the HOMO energy is -7.26 eV.

***

Record 3
Formula: C2H2O2S2
Source: the Open Molecules 2025 dataset
Level of theory: ωB97M-V with the def2-TZVPD basis set

Last column: Löwdin charge in e.
CARTESIAN COORDINATES (ANGSTROEM)
C1 0.11 -0.30 -0.58  -0.650
C2 1.36 -0.21 0.13  -0.477
O1 -2.59 -0.41 0.13  -0.361
O2 -1.70 1.82 -0.20  -0.354
S1 0.57 -1.80 0.00  0.940
S2 -1.49 0.47 0.22  0.747
H1 2.06 0.14 -0.68  0.099
H2 1.69 0.29 0.98  0.056

As for the expectation value of S²: 2.012. Its multiplicity is 3. The lowest unoccupied orbital energy (spin up / spin down) comes out at 0.4421 / -2.8773 eV. The value obtained for the frontier orbital gap (spin up / spin down) is 8.8039 / 7.7844 eV. The value obtained for the relative energy (zero: lowest compared OMol25 entry of this formula, charge and spin) is 182.8 kJ/mol. The value obtained for the HOMO energy (spin up / spin down) is -8.36 / -10.66 eV.